(1)
Below is C5H20InN10O5 as an isolated structure, with properties calculated with ωB97M-V with the def2-TZVPD basis set.

XYZ file:
```
41
Properties=species:S:1:pos:R:3:forces:R:3
In -0.117621 0.382076 -1.340998 0.112 -1.144 1.841
C 3.030261 -0.433274 0.952169 -3.417 0.268 -0.736
O 2.252049 -0.667873 -0.008772 -1.319 0.468 -1.542
N 4.161002 -0.901652 1.057630 8.603 -4.991 -1.483
N 2.768204 0.151184 2.053802 -4.590 3.552 3.129
H 4.640426 -0.902234 1.946599 0.073 0.135 -0.253
H 4.533862 -1.612536 0.444674 -0.039 0.285 -0.422
H 1.804487 0.453396 2.057294 -0.031 0.492 0.822
H 3.300454 0.081827 2.909374 -0.193 0.078 -0.322
C 0.200482 -3.470233 -1.102999 2.271 1.837 -1.731
O -0.494476 -2.523822 -1.386468 -2.172 5.245 -1.117
N -0.296035 -4.527293 -0.741493 -6.201 -6.486 3.707
N 1.430627 -3.678558 -1.354134 5.916 1.805 -1.053
H -1.305130 -4.484783 -0.743734 -0.147 -1.023 0.674
H 0.247697 -5.359620 -0.563456 -0.805 -0.164 -0.264
H 1.876085 -3.074766 -2.030232 0.603 -0.338 0.366
H 1.819518 -4.544748 -1.009794 0.656 0.469 -0.749
C -2.201204 2.289663 -4.320497 -2.238 -0.517 -3.136
O -1.944329 1.610896 -3.378500 1.302 -3.703 5.975
N -1.639274 3.346078 -4.716149 2.989 4.596 -1.249
N -3.151809 1.952579 -5.182393 -2.096 -1.906 -0.929
H -1.135691 3.990319 -4.123303 0.097 -0.166 -0.384
H -1.915155 3.559248 -5.664065 0.748 1.198 0.379
H -3.750676 1.152147 -5.038263 0.277 0.000 -0.058
H -3.355022 2.531930 -5.984372 -0.375 -0.118 0.320
C -1.552025 -1.108585 2.111943 -4.585 -0.573 1.529
O -0.930308 -0.811276 1.159862 4.392 3.158 -6.499
N -2.745262 -0.608626 2.419316 -0.871 1.084 0.587
N -1.201643 -2.168371 2.743107 1.141 -2.476 2.591
H -3.199325 0.029998 1.782060 -0.027 -0.174 0.372
H -3.243149 -1.014741 3.198588 -0.334 0.390 -0.291
H -1.752677 -2.411528 3.553877 0.770 -0.700 0.103
H -0.295615 -2.528955 2.480058 -0.276 -0.403 0.712
C 0.525993 2.786051 1.914037 -1.192 0.735 0.715
O 0.646788 1.877923 1.114192 0.007 -3.300 -3.579
N -0.557630 3.112136 2.528103 -3.186 -0.144 0.779
N 1.517562 3.510575 2.240844 4.938 1.618 0.248
H -1.398909 2.742489 2.108920 -0.324 0.436 0.825
H -0.480724 3.919741 3.129719 -1.113 -0.089 -0.145
H 1.564355 4.084207 3.070826 0.191 0.041 -0.275
H 2.343837 3.269014 1.712625 0.444 0.525 0.545
```
Forces are in eV/Å.

Calculated values
Calculated total energy in hartree: -1315.3196
Lowest unoccupied orbital energy in eV: -14.993
Molecular weight in g/mol: 415.10
Net charge: +3
Gap between HOMO and LUMO in eV: 3.03
F_max in hartree/bohr: 0.1956

These are the Mulliken partial charges, in e, on atoms 1 to 4: atom 1 (In): 1.60, atom 2 (C): 0.56, atom 3 (O): -0.41, atom 4 (N): -0.31

---

(2)
Below is a single C13H20OS molecule, with properties calculated with ωB97M-V with the def2-TZVPD basis set.

XYZ file:
```
35
Properties=species:S:1:pos:R:3:forces:R:3
C 1.418986 -0.119144 4.191196 0.240 -0.050 -0.064
C 2.704539 0.070810 3.394488 -0.135 0.208 -0.056
C 2.466706 0.624731 1.989317 0.057 -0.353 0.098
C 1.737638 -0.353907 1.071017 0.091 0.407 -0.102
C 1.611809 0.191508 -0.351899 -0.050 -0.230 0.170
C 0.865321 -0.774102 -1.251817 0.090 0.470 -0.590
H -0.156790 -0.949403 -0.918507 -0.035 -0.061 -0.069
H 1.382652 -1.731758 -1.313141 0.007 -0.022 -0.147
S 0.809324 -0.168203 -3.002010 -0.042 0.783 1.385
O 0.185556 -1.250362 -3.762724 -0.453 -0.923 -0.847
C -0.528101 1.139799 -2.778039 0.598 -0.454 -0.007
C -1.754781 0.560818 -2.182106 -0.158 -0.020 0.043
C -2.563026 -0.276945 -2.945234 0.025 0.044 -0.007
C -3.673348 -0.878674 -2.382177 -0.079 -0.042 0.005
C -3.995216 -0.647326 -1.055059 -0.057 -0.047 0.024
C -3.198789 0.187710 -0.289684 -0.019 -0.007 0.126
C -2.081402 0.782333 -0.847111 -0.006 0.053 -0.102
H -1.462713 1.433027 -0.244353 0.080 0.072 0.051
H -3.445010 0.373060 0.745871 -0.027 0.017 0.073
H -4.864317 -1.115884 -0.617494 -0.071 -0.034 0.030
H -4.290253 -1.531660 -2.981476 -0.050 -0.052 -0.051
H -2.305821 -0.466109 -3.975775 0.029 -0.013 -0.088
H -0.698631 1.501394 -3.791170 0.119 0.018 -0.027
H -0.083839 1.926481 -2.173589 0.001 0.139 0.015
H 2.607407 0.373005 -0.763920 0.029 0.097 0.019
H 1.088794 1.149182 -0.315731 0.025 0.106 -0.007
H 2.281607 -1.300719 1.047461 -0.020 -0.102 0.021
H 0.737689 -0.553126 1.459816 -0.049 -0.105 0.020
H 3.433075 0.870463 1.541877 -0.002 0.084 -0.052
H 1.891800 1.551166 2.061464 0.008 0.103 -0.032
H 3.353961 0.763787 3.934555 0.069 -0.069 0.014
H 3.230168 -0.883770 3.320477 0.103 -0.002 0.017
H 0.785643 -0.877289 3.738239 -0.133 -0.068 0.001
H 1.648584 -0.434313 5.206442 -0.073 -0.037 0.106
H 0.860781 0.813419 4.240798 -0.111 0.091 0.030
```
Forces are in eV/Å.

Calculated values
Calculated total energy in hartree: -980.7612
Lowest unoccupied orbital energy in eV: 0.754
Molecular weight in g/mol: 224.37
Net charge: 0
Gap between HOMO and LUMO in eV: 9.45
F_max in hartree/bohr: 0.0310

These are the Mulliken partial charges, in e, on atoms 1 to 4: atom 1 (C): -1.15, atom 2 (C): -0.50, atom 3 (C): -0.61, atom 4 (C): -0.64

---

(3)
Below is a 3-piece molecular cluster, C12H19N2O8 overall, with properties calculated with ωB97M-V with the def2-TZVPD basis set.

XYZ file:
```
41
Properties=species:S:1:pos:R:3:forces:R:3
O 4.447144 -1.723028 0.452179 0.389 -0.284 -1.242
O 4.492945 -0.734567 1.446819 -0.283 0.528 0.856
C 3.913119 0.426786 0.910157 -0.170 -0.734 -0.369
N 2.511918 0.107316 0.548427 2.534 1.280 1.234
C 1.551074 -0.097453 1.508990 -1.147 -0.350 -1.642
C 0.444979 -0.390002 0.760691 -0.490 -0.066 1.175
N 0.791570 -0.344599 -0.553222 0.220 0.049 -1.750
C 2.082840 -0.022741 -0.689635 -0.823 -0.287 1.121
H 3.845337 -2.421411 0.754904 0.018 0.307 0.577
H 3.919440 1.198277 1.682529 0.112 -0.268 -0.005
H 4.447074 0.762461 0.013884 -0.182 -0.065 0.088
H 1.652177 -0.037967 2.584806 0.369 0.061 -0.051
H -0.551000 -0.600378 1.120820 0.068 -0.027 -0.348
H 0.229341 -0.510022 -1.381769 -0.501 -0.003 0.412
H 2.689047 0.103254 -1.573411 -0.262 -0.098 0.003
C -0.004623 1.106771 -5.719330 -0.108 0.258 0.270
C -0.505275 -0.168610 -5.086620 0.267 0.574 -0.460
C -1.612895 -0.853121 -5.844707 0.015 -0.304 -0.202
O -2.288438 -1.569685 -4.799360 0.103 0.271 0.182
C -2.087009 -0.886185 -3.652575 -0.295 -0.107 -0.020
O -2.646481 -1.097982 -2.625184 0.188 0.001 0.153
O -1.148322 0.087798 -3.821398 0.087 -0.361 0.070
H -0.830062 1.784886 -5.939142 -0.036 -0.077 -0.033
H 0.665383 1.634202 -5.039321 0.090 -0.074 -0.063
H 0.530944 0.894834 -6.644335 0.000 -0.054 0.027
H 0.332530 -0.849014 -4.902992 -0.097 -0.102 -0.008
H -1.246032 -1.536461 -6.606881 -0.109 -0.154 0.125
H -2.320615 -0.155896 -6.297867 0.097 0.101 0.046
C -2.864271 1.525058 3.822509 0.287 0.278 -0.102
C -2.002798 0.322351 4.118501 -0.580 0.517 -0.103
C -2.029257 -0.132982 5.553377 -0.190 -0.272 0.159
O -0.750821 -0.774084 5.684165 0.123 0.204 -0.208
C 0.081139 -0.188455 4.800468 -0.003 -0.059 0.337
O 1.261914 -0.356443 4.772545 -0.016 0.071 -0.352
O -0.601643 0.620379 3.945462 0.189 -0.388 0.074
H -2.648573 2.340654 4.513942 -0.006 -0.071 0.065
H -2.665071 1.900305 2.818214 -0.099 -0.094 -0.034
H -3.921112 1.271035 3.898349 0.027 -0.059 -0.007
H -2.255306 -0.495966 3.436495 0.053 -0.076 0.092
H -2.835890 -0.831427 5.762411 0.175 -0.145 0.048
H -2.074419 0.692111 6.267105 -0.016 0.080 -0.117
```
Forces are in eV/Å.

Calculated values
Calculated total energy in hartree: -1179.8048
Lowest unoccupied orbital energy in eV: -2.733
Molecular weight in g/mol: 319.29
Net charge: +1
Gap between HOMO and LUMO in eV: 11.04
F_max in hartree/bohr: 0.0602

These are the Mulliken partial charges, in e, on atoms 1 to 4: atom 1 (O): -0.36, atom 2 (O): -0.18, atom 3 (C): -0.45, atom 4 (N): 0.08

---

(4)
Below is an isolated ion of composition C11H18NO2 and charge -1, with properties calculated with ωB97M-V with the def2-TZVPD basis set.

XYZ file:
```
32
Properties=species:S:1:pos:R:3:forces:R:3
C -1.790309 -1.346271 1.726839 2.295 0.488 -1.543
C -0.663786 -0.632893 1.513050 -1.106 -0.625 0.105
C 0.019570 -0.260021 0.172597 0.464 1.172 2.061
C -0.618657 1.053828 -0.399008 -0.793 -0.110 -0.336
C -0.670283 2.254362 0.562905 -0.359 0.965 -0.279
C -2.127579 0.696723 -0.857987 2.084 -0.571 0.823
C 0.142941 1.503091 -1.651957 0.533 0.107 -2.573
C -0.038022 -1.399743 -0.814595 0.947 1.766 -1.426
C 1.040425 -2.342733 -0.465158 2.346 1.638 -0.631
C 2.207967 -1.308056 -0.192905 -2.996 1.118 0.741
N 1.492752 -0.142573 0.453078 -0.127 -0.726 -1.399
C 2.228724 0.696549 1.394188 -0.985 -0.349 1.213
O 1.584110 1.486108 2.118964 -0.953 0.216 -0.233
O 3.433485 0.493985 1.530153 1.341 -0.868 -1.124
H -2.130400 -1.808831 2.587810 -0.206 0.103 2.451
H -2.252548 -1.876372 0.957238 -0.888 -0.277 -1.940
H -0.138026 -0.301027 2.381576 0.431 0.511 0.338
H -0.817673 3.114469 -0.143123 0.557 -0.227 0.856
H 0.163812 2.373281 1.327174 -0.842 -0.297 -1.356
H -1.628934 2.267865 1.060663 -0.327 -0.349 0.720
H -2.594994 1.532959 -1.335278 -0.172 0.424 -0.564
H -2.067414 -0.212263 -1.463384 -0.263 0.522 -0.520
H -2.723213 0.402670 -0.012640 -0.215 0.137 0.604
H 0.208761 2.618592 -1.817590 -0.246 -1.061 0.600
H -0.453849 1.154111 -2.571762 1.103 0.260 1.005
H 1.224621 1.156605 -1.770320 -1.469 0.138 0.455
H 0.228225 -0.963443 -1.811410 -0.365 -0.330 0.576
H -0.997572 -1.786334 -0.887662 -1.758 -1.015 -0.075
H 0.778613 -2.993841 0.302981 -0.188 -0.870 1.808
H 1.307498 -2.939661 -1.303689 0.231 -0.695 -0.831
H 2.945261 -1.464161 0.506674 1.809 -1.399 1.453
H 2.706491 -1.026974 -1.097424 0.116 0.204 -0.980
```
Forces are in eV/Å.

Calculated values
Calculated total energy in hartree: -635.1734
Lowest unoccupied orbital energy in eV: 3.263
Molecular weight in g/mol: 196.27
Net charge: -1
Gap between HOMO and LUMO in eV: 7.32
F_max in hartree/bohr: 0.0638

These are the Mulliken partial charges, in e, on atoms 1 to 4: atom 1 (C): -1.32, atom 2 (C): -0.34, atom 3 (C): 0.71, atom 4 (C): 1.88

---

Which formula does entry 1 have?
C5H20InN10O5

---

Among the records above, which one has the highest molecular weight?
C5H20InN10O5

---

Which of these has the highest lowest unoccupied orbital energy?
C11H18NO2